# 1
{"formula": "C23H32N4O3", "method": "ωB97M-V with the def2-TZVPD basis set", "species": ["C", "C", "C", "C", "C", "C", "N", "C", "O", "N", "C", "O", "C", "C", "N", "C", "C", "C", "N", "C", "C", "H", "H", "H", "H", "C", "C", "C", "C", "C", "C", "C", "H", "H", "H", "H", "H", "H", "H", "H", "H", "H", "H", "H", "H", "H", "C", "O", "H", "H", "H", "H", "H", "H", "H", "H", "H", "H", "H", "H", "H", "H"], "xyz": [[5.5577, -0.2509, 5.0671], [5.2397, -0.0181, 3.5953], [4.0362, -0.8403, 3.1385], [3.7105, -0.5985, 1.6664], [2.6114, -1.5133, 1.1303], [1.2627, -1.2686, 1.8059], [0.2075, -2.0341, 1.1531], [0.0071, -3.3299, 1.5855], [0.6471, -3.8263, 2.4816], [-0.9818, -4.0243, 0.9322], [-1.7868, -3.5820, -0.1081], [-2.6257, -4.3155, -0.5895], [-1.5161, -2.2218, -0.5219], [-2.2763, -1.6822, -1.5501], [-2.0953, -0.4685, -2.0045], [-2.8493, 0.2340, -3.0070], [-1.8891, 0.9028, -3.9951], [-1.0437, 1.9636, -3.2917], [-1.8896, 2.9625, -2.6629], [-2.7970, 2.3756, -1.6928], [-3.6958, 1.3345, -2.3554], [-4.2970, 1.8141, -3.1280], [-4.3651, 0.9032, -1.6092], [-3.4200, 3.1802, -1.2929], [-2.2597, 1.9135, -0.8472], [-1.1228, 4.0743, -2.1056], [-0.2272, 3.6841, -0.9531], [-0.7059, 3.7083, 0.3518], [0.0763, 3.2603, 1.4010], [1.3516, 2.7802, 1.1603], [1.8452, 2.7649, -0.1322], [1.0617, 3.2158, -1.1796], [1.4595, 3.2109, -2.1849], [2.8428, 2.3990, -0.3279], [1.9603, 2.4287, 1.9810], [-0.3124, 3.2836, 2.4089], [-1.6990, 4.0876, 0.5491], [-0.5273, 4.4959, -2.9200], [-1.8435, 4.8299, -1.7800], [-0.4264, 2.4738, -4.0363], [-0.3650, 1.4802, -2.5688], [-2.4758, 1.3748, -4.7834], [-1.2334, 0.1575, -4.4478], [-3.4960, -0.4852, -3.5232], [-1.3509, 0.0460, -1.5145], [-3.0472, -2.3049, -1.9918], [-0.4878, -1.4365, 0.1197], [-0.2173, -0.2783, -0.2026], [-1.1346, -4.9741, 1.2517], [0.9899, -0.2139, 1.7304], [1.2917, -1.5836, 2.8491], [2.4942, -1.3349, 0.0584], [2.8944, -2.5578, 1.2759], [4.6141, -0.7645, 1.0747], [3.4104, 0.4418, 1.5244], [4.2446, -1.9012, 3.2917], [3.1756, -0.5787, 3.7562], [6.1099, -0.2833, 2.9903], [5.0354, 1.0428, 3.4312], [5.7803, -1.3004, 5.2465], [4.7104, 0.0288, 5.6895], [6.4180, 0.3400, 5.3725]], "forces_ev_per_angstrom": [[0.06, 0.13, -0.22], [-0.19, -0.21, 0.22], [0.25, 0.34, -0.29], [-0.13, -0.36, 0.11], [-0.05, 0.25, 0.04], [0.34, 0.08, 0.07], [0.15, 0.17, 0.20], [-0.19, -0.02, -0.12], [0.18, -0.13, 0.21], [-0.19, -0.46, 0.03], [0.12, 0.25, 0.00], [-0.19, -0.20, -0.09], [0.00, 0.07, -0.04], [0.16, -0.14, 0.19], [0.41, 0.17, 0.28], [-0.46, 0.24, -0.46], [0.07, -0.05, 0.13], [-0.10, -0.09, -0.22], [-0.06, 0.00, -0.08], [-0.26, -0.07, -0.08], [0.14, -0.04, 0.09], [-0.05, 0.02, -0.02], [-0.03, -0.02, -0.01], [0.04, -0.05, 0.10], [-0.07, 0.07, 0.00], [-0.02, 0.03, -0.02], [-0.01, 0.07, -0.03], [0.03, 0.05, -0.04], [-0.05, -0.02, 0.12], [0.05, -0.01, 0.07], [0.11, -0.05, -0.01], [-0.03, 0.06, 0.01], [0.03, 0.00, -0.11], [0.09, -0.03, 0.00], [0.06, -0.03, 0.06], [-0.02, 0.01, 0.08], [-0.10, 0.03, 0.00], [-0.02, 0.05, 0.06], [0.08, 0.02, -0.02], [0.08, -0.07, 0.07], [0.05, 0.05, -0.08], [-0.01, 0.01, -0.04], [-0.01, -0.03, -0.03], [0.10, 0.06, 0.07], [-0.13, -0.23, -0.04], [-0.05, 0.02, -0.05], [-0.37, -0.21, -0.22], [0.14, 0.16, -0.01], [0.05, 0.19, -0.05], [0.02, -0.12, 0.07], [-0.04, 0.10, -0.09], [-0.04, -0.06, -0.02], [0.00, -0.05, -0.05], [0.03, 0.09, -0.02], [0.04, 0.12, -0.05], [-0.05, -0.09, 0.06], [-0.06, -0.06, 0.10], [0.01, 0.06, -0.08], [0.04, 0.04, -0.08], [0.03, -0.11, 0.08], [-0.07, 0.01, 0.12], [0.07, 0.02, 0.12]], "lowdin_charge": [-0.119, -0.276, -0.229, -0.211, -0.167, -0.128, 0.067, -0.470, 0.098, 0.207, -0.440, 0.065, -0.050, 0.014, 0.081, -0.301, -0.113, -0.190, -0.145, -0.191, -0.113, 0.120, 0.119, 0.126, 0.117, -0.147, -0.220, -0.054, -0.076, -0.100, -0.078, -0.051, 0.112, 0.102, 0.095, 0.104, 0.111, 0.123, 0.123, 0.127, 0.112, 0.121, 0.120, 0.150, 0.099, 0.151, -0.347, 0.046, 0.169, 0.117, 0.123, 0.115, 0.116, 0.115, 0.094, 0.122, 0.111, 0.107, 0.107, 0.071, 0.070, 0.066], "energy_ha": -1340.473463, "smiles": "CCCCCCN1C(=O)NC(=O)/C(=C/NC2CCN(Cc3ccccc3)CC2)C1=O", "spin_multiplicity": 1, "e_above_lowest_kcal_mol": 0.0, "homo_lumo_gap_ha": 0.3413}



# 2
{"formula": "CH18NO6", "method": "ωB97M-V with the def2-TZVPD basis set", "species": ["C", "N", "H", "H", "H", "H", "H", "H", "H", "H", "O", "H", "H", "O", "H", "H", "O", "H", "H", "O", "H", "H", "O", "H", "H", "O"], "xyz": [[-0.2244, -2.6149, -0.3775], [-0.7617, -1.2194, -0.6180], [0.0169, -2.8089, 0.6494], [-0.9176, -3.2992, -0.8654], [0.7386, -2.6698, -0.8988], [-0.3962, -0.4955, -0.0030], [-1.7809, -1.2528, -0.5631], [-0.7178, -0.8720, -1.5934], [-0.0821, 1.4989, 1.4868], [-0.4398, 2.4562, 0.3657], [-0.5531, 1.5200, 0.6080], [-2.0665, -1.6759, 2.8639], [-1.0121, -0.6522, 2.5860], [-1.6787, -1.1985, 2.1279], [-1.9905, 1.2663, -4.0807], [-1.7730, 1.4246, -2.6874], [-2.2702, 0.8240, -3.2711], [-0.1965, 1.9698, -3.0993], [1.0037, 2.5698, -3.8186], [0.6228, 1.7200, -3.5187], [3.4207, 1.3225, 1.3916], [3.4665, 1.3353, 2.8245], [3.4507, 0.6655, 2.1272], [1.4005, 0.0186, 3.5936], [1.7166, -0.0235, 2.0647], [1.0241, 0.1912, 2.7056]], "forces_ev_per_angstrom": [[0.97, 0.57, -1.70], [-1.00, -0.42, -0.92], [-0.72, 0.15, 0.56], [0.12, -0.11, 0.47], [-0.28, -0.04, -0.08], [-0.20, 0.31, 0.25], [-0.06, 0.20, 1.11], [0.95, -0.41, 0.28], [-0.64, -0.34, -0.90], [-0.23, -0.49, -0.15], [1.00, 0.57, 1.09], [-0.35, -0.27, -0.01], [-0.05, -0.08, -0.42], [0.56, 0.33, 0.31], [-0.41, -0.57, -0.83], [-0.86, -0.54, 0.58], [0.95, 0.91, 0.48], [-0.03, 0.25, 0.10], [-0.17, -0.66, 0.17], [0.58, 0.57, -0.30], [0.23, -1.08, 0.09], [0.08, -0.50, 0.63], [0.49, 1.72, -1.09], [-0.21, 0.13, -0.92], [0.34, 0.14, 0.58], [-1.04, -0.33, 0.63]], "lowdin_charge": [-0.002, 0.141, 0.084, 0.106, 0.100, 0.095, 0.155, 0.161, 0.042, 0.062, -0.079, 0.053, 0.019, -0.056, 0.049, 0.016, -0.048, -0.020, 0.070, -0.051, 0.081, 0.064, -0.061, 0.083, 0.021, -0.084], "energy_ha": -554.837359, "spin_multiplicity": 1, "e_above_lowest_kcal_mol": 29.3, "homo_lumo_gap_ha": 0.4249, "total_charge": 1}



Please write out number 2 again, unchanged.
{"formula": "CH18NO6", "method": "ωB97M-V with the def2-TZVPD basis set", "species": ["C", "N", "H", "H", "H", "H", "H", "H", "H", "H", "O", "H", "H", "O", "H", "H", "O", "H", "H", "O", "H", "H", "O", "H", "H", "O"], "xyz": [[-0.2244, -2.6149, -0.3775], [-0.7617, -1.2194, -0.6180], [0.0169, -2.8089, 0.6494], [-0.9176, -3.2992, -0.8654], [0.7386, -2.6698, -0.8988], [-0.3962, -0.4955, -0.0030], [-1.7809, -1.2528, -0.5631], [-0.7178, -0.8720, -1.5934], [-0.0821, 1.4989, 1.4868], [-0.4398, 2.4562, 0.3657], [-0.5531, 1.5200, 0.6080], [-2.0665, -1.6759, 2.8639], [-1.0121, -0.6522, 2.5860], [-1.6787, -1.1985, 2.1279], [-1.9905, 1.2663, -4.0807], [-1.7730, 1.4246, -2.6874], [-2.2702, 0.8240, -3.2711], [-0.1965, 1.9698, -3.0993], [1.0037, 2.5698, -3.8186], [0.6228, 1.7200, -3.5187], [3.4207, 1.3225, 1.3916], [3.4665, 1.3353, 2.8245], [3.4507, 0.6655, 2.1272], [1.4005, 0.0186, 3.5936], [1.7166, -0.0235, 2.0647], [1.0241, 0.1912, 2.7056]], "forces_ev_per_angstrom": [[0.97, 0.57, -1.70], [-1.00, -0.42, -0.92], [-0.72, 0.15, 0.56], [0.12, -0.11, 0.47], [-0.28, -0.04, -0.08], [-0.20, 0.31, 0.25], [-0.06, 0.20, 1.11], [0.95, -0.41, 0.28], [-0.64, -0.34, -0.90], [-0.23, -0.49, -0.15], [1.00, 0.57, 1.09], [-0.35, -0.27, -0.01], [-0.05, -0.08, -0.42], [0.56, 0.33, 0.31], [-0.41, -0.57, -0.83], [-0.86, -0.54, 0.58], [0.95, 0.91, 0.48], [-0.03, 0.25, 0.10], [-0.17, -0.66, 0.17], [0.58, 0.57, -0.30], [0.23, -1.08, 0.09], [0.08, -0.50, 0.63], [0.49, 1.72, -1.09], [-0.21, 0.13, -0.92], [0.34, 0.14, 0.58], [-1.04, -0.33, 0.63]], "lowdin_charge": [-0.002, 0.141, 0.084, 0.106, 0.100, 0.095, 0.155, 0.161, 0.042, 0.062, -0.079, 0.053, 0.019, -0.056, 0.049, 0.016, -0.048, -0.020, 0.070, -0.051, 0.081, 0.064, -0.061, 0.083, 0.021, -0.084], "energy_ha": -554.837359, "spin_multiplicity": 1, "e_above_lowest_kcal_mol": 29.3, "homo_lumo_gap_ha": 0.4249, "total_charge": 1}